Computed, not measured: a cluster of 2 separate species, C8H20NO2 in total at a distorted geometry, with the ωB97M-V functional and the def2-TZVPD basis.

Cartesian coordinates (Å):
C -1.403 2.243 0.892
C 2.603 -0.523 3.000
C -1.328 0.464 -2.657
C -1.151 -1.676 -1.200
C 0.041 1.914 0.910
C 2.012 -1.014 1.687
C -0.586 -0.345 -1.573
C 0.255 0.461 1.080
N 0.921 -0.649 -1.915
O -0.704 -0.325 1.549
O 1.457 -0.002 0.879
H -1.383 3.237 0.818
H -1.865 1.746 0.026
H -1.915 2.115 1.916
H 2.769 -1.448 3.550
H 3.517 -0.043 2.743
H 1.833 0.263 3.423
H -0.703 1.395 -2.853
H -1.663 -0.106 -3.534
H -2.272 0.716 -2.254
H -0.935 -2.524 -1.867
H -2.257 -1.424 -1.067
H -0.908 -1.900 -0.185
H 0.495 2.539 1.851
H 0.731 2.362 0.131
H 1.322 -1.885 1.962
H 2.708 -1.496 0.958
H 1.468 -0.821 -1.000
H 1.270 0.323 -2.138
H 0.909 -1.474 -2.499
H -1.668 0.148 1.654

As for the total charge: +1. The value obtained for the HOMO energy (alpha / beta) is -10.21 / -10.21 eV. As for the frontier orbital gap (alpha / beta): 6.72 / 6.73 eV.